# 1
The molecule C4H8O2, computed with the ωB97M-V functional and the def2-TZVPD basis.

Geometry as XYZ:
```
14
Properties=species:S:1:pos:R:3
C -1.01 0.57 -1.40
C -0.04 0.94 -0.30
O 0.07 2.06 0.14
C 0.12 -0.53 1.65
C 0.78 -0.20 0.31
O 0.79 -1.37 -0.48
H -1.76 1.36 -1.50
H -1.48 -0.40 -1.22
H -0.47 0.49 -2.36
H -0.96 -0.39 1.63
H 0.53 0.11 2.43
H 0.30 -1.58 1.90
H 1.81 0.17 0.47
H 1.32 -1.21 -1.27
```

HOMO-LUMO gap: 10.18 eV
energy: -8372.4024 eV
ΔE to the lowest compared entry with this formula, charge and spin: 20.3 kcal per mole
maximum force: 0.47 eV Å⁻¹
SMILES: CC(=O)[C@@H](C)O
HOMO: -0.349 Ha


# 2
The molecule C4H6IN3OS in a non-equilibrium geometry, computed with the ωB97M-V functional and the def2-TZVPD basis.

Geometry as XYZ:
```
16
Properties=species:S:1:pos:R:3
C -1.88 -2.38 -1.52
C 0.14 1.51 0.10
C 0.58 1.02 1.42
C 0.57 0.63 -1.06
N -2.66 -3.26 -1.69
N -1.17 -1.32 -1.36
N -0.49 0.25 1.97
O 1.36 -1.94 -1.20
S 0.25 -1.16 -0.66
I -0.27 -0.67 3.67
H -0.98 1.41 0.14
H 0.38 2.61 -0.05
H 1.47 0.36 1.14
H 0.88 1.61 2.25
H 0.13 0.72 -2.09
H 1.67 0.62 -1.06
```

HOMO-LUMO gap (spin up / spin down): 7.99 / 6.48 eV
energy: -29693.1766 eV
ΔE to the lowest compared entry with this formula, charge and spin: 49.5 kcal per mole
maximum force: 3.48 eV Å⁻¹
HOMO (spin up / spin down): -0.349 / -0.347 Ha


# 3
A structure of composition C39H86F12KN6O5PS2 in a non-equilibrium geometry, computed with the ωB97M-V functional and the def2-TZVPD basis.

Geometry as XYZ:
```
152
Properties=species:S:1:pos:R:3
K 11.57 -19.46 6.21
P 11.86 -18.68 2.67
F 10.45 -18.04 3.13
F 12.67 -17.81 3.76
F 11.79 -19.96 3.61
F 13.23 -19.24 2.03
F 11.09 -19.51 1.56
F 11.95 -17.41 1.75
C 16.08 -24.44 3.00
N 15.64 -23.05 3.38
C 16.82 -22.19 3.95
C 15.07 -22.41 2.07
C 14.59 -23.04 4.49
C 13.17 -23.41 4.11
O 13.16 -24.83 3.96
H 16.65 -24.88 3.83
H 16.74 -24.39 2.13
H 15.17 -24.97 2.74
H 17.60 -22.45 3.23
H 17.07 -22.58 4.93
H 16.53 -21.14 3.98
H 14.36 -21.65 2.40
H 14.64 -23.10 1.34
H 15.82 -21.77 1.60
H 14.48 -22.02 4.86
H 15.04 -23.64 5.28
H 12.78 -22.84 3.27
H 12.49 -23.27 4.95
H 12.30 -24.89 3.54
C 16.91 -17.28 -1.89
C 16.77 -16.85 -0.38
C 16.03 -15.48 -0.33
N 15.61 -15.06 1.10
C 14.32 -15.86 1.43
C 15.33 -13.60 1.27
C 15.58 -13.25 2.77
C 16.29 -14.45 3.38
C 16.68 -15.27 2.23
H 17.30 -16.38 -2.36
H 15.91 -17.40 -2.30
H 17.55 -18.15 -2.01
H 17.73 -16.89 0.14
H 16.07 -17.60 -0.03
H 15.18 -15.48 -1.00
H 16.74 -14.69 -0.60
H 14.02 -15.48 2.41
H 14.56 -16.92 1.50
H 13.52 -15.82 0.70
H 14.41 -13.30 0.78
H 16.06 -13.09 0.64
H 14.57 -13.25 3.17
H 16.10 -12.37 3.14
H 15.59 -15.07 3.95
H 17.11 -14.38 4.10
H 16.66 -16.33 2.49
H 17.66 -15.03 1.83
C 8.79 -16.61 -4.32
C 10.03 -17.58 -4.24
C 10.86 -17.51 -2.96
N 12.24 -18.26 -2.93
C 13.09 -17.56 -4.05
C 13.08 -18.19 -1.55
C 13.52 -19.63 -1.29
C 12.43 -20.49 -1.89
C 12.11 -19.78 -3.23
H 8.33 -16.67 -3.33
H 8.02 -16.93 -5.02
H 9.15 -15.63 -4.63
H 10.76 -17.20 -4.95
H 9.71 -18.60 -4.43
H 10.36 -18.04 -2.16
H 10.89 -16.48 -2.60
H 13.35 -16.54 -3.77
H 12.69 -17.68 -5.06
H 14.05 -18.08 -4.01
H 13.84 -17.42 -1.50
H 12.39 -17.97 -0.73
H 14.40 -19.81 -1.92
H 13.78 -19.85 -0.25
H 12.76 -21.52 -2.01
H 11.52 -20.53 -1.29
H 12.73 -19.86 -4.12
H 11.04 -19.77 -3.45
C 5.11 -23.27 2.57
C 5.00 -21.90 1.92
C 6.44 -21.28 1.82
N 6.44 -19.80 1.49
C 5.76 -18.91 2.60
C 5.98 -19.38 0.11
C 6.88 -18.19 -0.35
C 8.27 -18.69 0.05
C 8.02 -19.46 1.40
H 5.34 -23.30 3.64
H 5.81 -23.97 2.10
H 4.16 -23.79 2.48
H 4.30 -21.41 2.60
H 4.51 -21.88 0.95
H 7.05 -21.80 1.08
H 7.04 -21.26 2.73
H 4.69 -19.13 2.53
H 6.00 -17.89 2.33
H 6.08 -19.20 3.61
H 4.92 -19.25 0.34
H 6.07 -20.25 -0.53
H 6.40 -17.36 0.16
H 6.81 -18.18 -1.43
H 8.95 -17.85 0.19
H 8.60 -19.35 -0.76
H 8.26 -18.80 2.23
H 8.57 -20.40 1.47
C 12.39 -14.98 5.50
C 11.35 -13.99 4.84
C 10.86 -14.74 3.52
N 10.09 -13.85 2.58
C 10.94 -12.66 1.97
C 8.73 -13.39 3.22
C 7.76 -14.55 3.25
C 8.19 -15.37 2.01
C 9.48 -14.77 1.46
H 11.88 -15.93 5.67
H 12.64 -14.59 6.49
H 13.28 -15.29 4.95
H 11.79 -13.02 4.59
H 10.49 -13.77 5.47
H 10.26 -15.61 3.79
H 11.65 -15.04 2.84
H 11.83 -13.14 1.56
H 11.33 -11.95 2.70
H 10.18 -12.26 1.31
H 8.26 -12.55 2.70
H 9.00 -12.98 4.19
H 6.71 -14.31 3.07
H 7.84 -15.24 4.09
H 7.39 -15.34 1.27
H 8.30 -16.43 2.22
H 9.35 -14.05 0.65
H 10.29 -15.47 1.26
C 11.97 -22.10 8.98
F 11.93 -22.85 10.10
F 11.44 -22.78 7.91
F 11.32 -20.95 9.16
S 13.96 -21.74 8.65
O 14.44 -21.50 9.98
O 14.36 -23.05 8.06
N 13.87 -20.41 7.55
S 15.28 -19.87 7.70
O 15.54 -19.31 9.05
O 16.35 -20.76 7.12
C 15.14 -18.21 6.59
F 15.61 -17.18 7.29
F 15.89 -18.40 5.56
F 13.89 -17.97 6.17
```

HOMO-LUMO gap: 7.55 eV
energy: -140876.3341 eV
charge: +4
maximum force: 6.79 eV Å⁻¹
HOMO: -0.585 Ha


# 4
A cluster of 2 separate species, CH2F2N2 in total in a non-equilibrium geometry, computed with the ωB97M-V functional and the def2-TZVPD basis.

Geometry as XYZ:
```
7
Properties=species:S:1:pos:R:3
C -0.18 -0.11 0.01
N 0.16 -1.32 -0.34
N 0.73 0.86 0.38
F -1.35 0.39 -0.16
F -1.47 -2.25 -0.83
H 1.71 0.59 0.50
H 0.40 1.83 0.45
```

HOMO-LUMO gap (spin up / spin down): 8.93 / 8.93 eV
energy: -9480.5082 eV
ΔE to the lowest compared entry with this formula, charge and spin: 71.7 kcal per mole
maximum force: 4.38 eV Å⁻¹
HOMO (spin up / spin down): -0.399 / -0.398 Ha


# 5
The molecule C22H34N4O5S in a non-equilibrium geometry, computed with the ωB97M-V functional and the def2-TZVPD basis.

Geometry as XYZ:
```
66
Properties=species:S:1:pos:R:3
C -1.86 2.79 -2.90
H -1.11 2.01 -2.82
C -1.68 3.80 -1.77
H -2.03 3.37 -0.83
H -2.28 4.69 -1.97
C -0.21 4.22 -1.63
N 0.61 3.12 -1.15
C 0.54 2.98 0.30
H 1.41 3.44 0.79
C 0.42 1.53 0.77
N -0.47 0.78 -0.09
C -0.24 -0.49 -0.44
O 0.61 -1.18 0.08
C -1.15 -0.97 -1.58
H -1.10 -0.21 -2.36
C -0.66 -2.30 -2.17
C -0.96 -3.47 -1.24
C -2.46 -3.52 -0.95
N -2.92 -2.27 -0.39
S -3.23 -2.17 1.23
O -3.92 -3.38 1.59
O -3.87 -0.91 1.44
C -1.66 -2.16 2.08
C -0.94 -3.34 2.21
C 0.32 -3.35 2.79
C 0.81 -2.14 3.24
C 0.06 -0.96 3.14
C -1.19 -0.95 2.56
H -1.80 -0.06 2.47
O 0.77 0.07 3.67
C 1.98 -0.43 4.08
O 2.85 0.23 4.58
N 2.00 -1.78 3.83
C 3.12 -2.63 4.11
H 2.84 -3.42 4.81
H 3.50 -3.08 3.19
H 3.89 -2.00 4.56
H 0.89 -4.26 2.87
H -1.39 -4.25 1.85
C -2.63 -1.09 -1.16
H -3.24 -1.12 -2.07
H -2.94 -0.24 -0.55
H -3.01 -3.70 -1.89
H -2.73 -4.30 -0.24
H -0.41 -3.34 -0.32
H -0.65 -4.41 -1.71
H -1.16 -2.46 -3.14
H 0.42 -2.24 -2.35
H -1.12 1.34 -0.63
H 1.38 1.01 0.77
H 0.05 1.53 1.80
H -0.35 3.52 0.65
C 1.97 3.18 -1.66
C 2.77 1.91 -1.42
C 4.04 1.90 -2.27
H 4.62 1.00 -2.07
H 3.80 1.93 -3.33
H 4.66 2.76 -2.04
H 3.05 1.83 -0.37
H 2.15 1.05 -1.67
H 1.90 3.34 -2.74
H 2.52 4.04 -1.23
H -0.14 5.10 -0.98
H 0.14 4.51 -2.62
H -2.85 2.34 -2.87
H -1.73 3.28 -3.86
```

HOMO-LUMO gap: 9.20 eV
energy: -50400.1996 eV
ΔE to the lowest compared entry with this formula, charge and spin: 18.1 kcal per mole
maximum force: 1.08 eV Å⁻¹
SMILES: CCCN(CCC)CCNC(=O)[C@H]1CCCN(S(=O)(=O)c2ccc3c(c2)oc(=O)n3C)C1
HOMO: -0.314 Ha


# 6
A cluster of 2 separate species, C2H2F2O in total in a non-equilibrium geometry, computed with the ωB97M-V functional and the def2-TZVPD basis.

Geometry as XYZ:
```
7
Properties=species:S:1:pos:R:3
C 1.62 -0.05 -0.46
C -1.96 0.41 0.46
O 0.47 -0.28 -0.21
F -2.23 0.15 1.71
F -2.24 -0.65 -0.18
H 2.06 -0.06 -1.60
H 2.28 0.48 0.27
```

HOMO-LUMO gap: 10.79 eV
energy: -9585.3521 eV
ΔE to the lowest compared entry with this formula, charge and spin: 61.2 kcal per mole
maximum force: 2.64 eV Å⁻¹
HOMO: -0.381 Ha